Model i:
DFT (wB97M-V/def2-TZVPD) results for an isolated molecule of C4H8O2S2.

Output
Structure (SMILES): O[C@@H]1[C@H](O)CS[C@H]1S
Frontier orbital gap (eV): 9.206
HOMO level (Eh): -0.319

Last columns: bonded neighbours and bond lengths (Å).
CARTESIAN COORDINATES (ANGSTROEM)
1 O -0.5321 -2.1170 0.4180  C2 1.341, H9 0.960
2 C -0.6889 -0.8180 0.1248  O1 1.341, C3 1.520, C7 1.845, H10 1.005
3 C 0.0973 -0.3958 -1.1059  C2 1.520, O4 1.418, C5 1.558, H11 1.061
4 O 1.3228 -1.1089 -1.1064  C3 1.418, H12 0.984
5 C 0.4007 1.1314 -1.0603  C3 1.558, S6 1.857, H13 1.073, H14 1.159
6 S 0.9817 1.5361 0.6568  C5 1.857, C7 1.838
7 C 0.0174 0.2085 1.4851  C2 1.845, S6 1.838, S8 1.890, H15 1.113
8 S -1.4609 0.8608 2.4648  C7 1.890, H16 1.273
9 H 0.3272 -2.3010 0.0310  O1 0.960
10 H -1.6689 -0.6030 0.0613  C2 1.005
11 H -0.4420 -0.5531 -2.0062  C3 1.061
12 H 2.1806 -0.6266 -1.0806  O4 0.984
13 H 1.0756 1.5451 -1.7840  C5 1.073
14 H -0.6789 1.5520 -1.0928  C5 1.159
15 H 0.7144 -0.2068 2.2471  C7 1.113
16 H -1.6459 1.8964 1.7473  S8 1.273



Model ii:
DFT (wB97M-V/def2-TZVPD) results for an isolated molecule of C4H8O2S2.

Output
Structure (SMILES): CO[C@@H](CS)OC=S
Frontier orbital gap (eV): 9.103
HOMO level (Eh): -0.319

Last columns: bonded neighbours and bond lengths (Å).
CARTESIAN COORDINATES (ANGSTROEM)
1 C -0.3790 2.6247 0.1472  O2 1.520, H9 1.162, H10 1.070, H11 1.098
2 O -0.7937 1.3015 -0.4742  C1 1.520, C3 1.339
3 C -0.4142 0.1652 0.1243  O2 1.339, C4 1.534, O6 1.425, H12 1.131
4 C -1.3410 -0.9581 -0.3570  C3 1.534, S5 1.814, H13 1.065, H14 1.105
5 S -3.0606 -0.9322 0.2192  C4 1.814, H15 1.356
6 O 0.8633 -0.2325 -0.3667  C3 1.425, C7 1.282
7 C 1.8759 -0.2577 0.4185  O6 1.282, S8 1.661, H16 1.083
8 S 3.4374 -0.6035 -0.0284  C7 1.661
9 H 0.7303 2.8544 -0.1124  C1 1.162
10 H -0.6021 2.7327 1.1886  C1 1.070
11 H -1.0984 3.3233 -0.2998  C1 1.098
12 H -0.2147 0.1480 1.2369  C3 1.131
13 H -0.8880 -1.8297 0.0535  C4 1.065
14 H -1.1995 -0.9208 -1.4524  C4 1.105
15 H -3.5460 0.1838 -0.3791  S5 1.356
16 H 1.7827 0.0831 1.4420  C7 1.083



So which one is most stable? That would be model i, about 2.5 kcal/mol below the next structure.



Model i:
DFT (wB97M-V/def2-TZVPD) results for an isolated molecule of C2H5BrS.

Output
Structure (SMILES): C[C@H](S)Br
Frontier orbital gap (eV): 10.025
HOMO level (Eh): -0.343

Last columns: bonded neighbours and bond lengths (Å).
CARTESIAN COORDINATES (ANGSTROEM)
1 C 0.0020 -0.3946 -0.4428  C2 1.523, H5 1.144, H6 1.150, H7 1.138
2 C 0.5501 0.8936 0.1563  C1 1.523, S3 1.851, Br4 2.050, H8 1.025
3 S 0.0544 0.9459 1.9391  C2 1.851, H9 1.409
4 Br -0.1881 2.5671 -0.7690  C2 2.050
5 H 0.7711 -1.1818 -0.1323  C1 1.144
6 H -1.0191 -0.5808 0.0533  C1 1.150
7 H -0.0331 -0.2430 -1.5706  C1 1.138
8 H 1.5529 1.0514 0.0180  C2 1.025
9 H -1.2104 0.3985 1.6472  S3 1.409



Model ii:
DFT (wB97M-V/def2-TZVPD) results for an isolated molecule of C2H5BrS.

Output
Structure (SMILES): C[C@H](S)Br
Frontier orbital gap (eV): 10.017
HOMO level (Eh): -0.346

Last columns: bonded neighbours and bond lengths (Å).
CARTESIAN COORDINATES (ANGSTROEM)
1 C -0.7261 0.7448 0.0247  C2 1.566, H5 1.115, H6 1.152, H7 1.151
2 C 0.4665 -0.1678 -0.4202  C1 1.566, S3 1.819, Br4 2.003, H8 1.043
3 S 0.0705 -1.8930 -0.0027  C2 1.819, H9 1.424
4 Br 2.2692 0.4598 0.1857  C2 2.003
5 H -1.3928 0.6818 -0.8663  C1 1.115
6 H -1.2227 0.2142 0.9190  C1 1.152
7 H -0.2883 1.7811 0.2676  C1 1.151
8 H 0.3757 -0.1510 -1.4596  C2 1.043
9 H 0.4481 -1.6698 1.3517  S3 1.424



So which one is most stable? That would be model i, about 3.0 kcal/mol below the next structure.



Model i:
DFT (wB97M-V/def2-TZVPD) results for a cluster of 4 separate species, C2H13NO4 in total.

Output
Structure (SMILES): CNCO.O.O.O
Frontier orbital gap (eV): 9.726
HOMO level (Eh): -0.348

Last columns: bonded neighbours and bond lengths (Å).
CARTESIAN COORDINATES (ANGSTROEM)
1 C -3.0816 -0.2004 0.3937  N2 1.526, H5 1.124, H6 1.082, H7 1.160
2 N -1.8848 0.4129 -0.3282  C1 1.526, C3 1.540, H8 0.992
3 C -0.6996 -0.5311 -0.6051  N2 1.540, O4 1.463, H9 1.063, H10 1.131
4 O -1.0090 -1.3642 -1.7674  C3 1.463, H11 0.994
5 H -3.0317 -0.4779 1.4818  C1 1.124
6 H -3.9683 0.4170 0.3324  C1 1.082
7 H -3.4249 -1.1357 -0.2001  C1 1.160
8 H -1.5972 1.2736 0.0714  N2 0.992
9 H -0.5119 -1.1894 0.2081  C3 1.063
10 H 0.1772 0.0574 -1.0097  C3 1.131
11 H -1.7729 -0.8774 -2.1769  O4 0.994
12 O 4.9569 1.8079 -0.9671  H13 0.930, H14 0.936
13 H 5.1099 1.4613 -0.1182  O12 0.930
14 H 4.2988 2.4625 -0.8433  O12 0.936
15 O 1.5836 2.3094 0.4521  H16 1.013, H17 0.954
16 H 2.0237 1.8787 1.2562  O15 1.013
17 H 1.0904 2.8503 1.0643  O15 0.954
18 O 0.9561 -3.0158 1.0848  H19 0.923, H20 0.994
19 H 0.1610 -3.1851 1.5216  O18 0.923
20 H 0.6243 -2.9541 0.1495  O18 0.994



Model ii:
DFT (wB97M-V/def2-TZVPD) results for a cluster of 4 separate species, C2H13NO4 in total.

Output
Structure (SMILES): NCCO.O.O.O
Frontier orbital gap (eV): 10.048
HOMO level (Eh): -0.348

Last columns: bonded neighbours and bond lengths (Å).
CARTESIAN COORDINATES (ANGSTROEM)
1 N -0.0064 2.0696 -0.0057  C2 1.473, H5 1.011, H6 1.010
2 C -0.6044 1.7219 -1.3065  N1 1.473, C3 1.507, H7 1.092, H8 1.091
3 C -0.3321 0.3033 -1.7346  C2 1.507, O4 1.443, H9 1.077, H10 1.085
4 O -1.3754 -0.5641 -1.2444  C3 1.443, H11 0.963
5 H -0.6802 2.2889 0.7154  N1 1.011
6 H 0.6618 2.8243 -0.0721  N1 1.010
7 H -0.2394 2.4250 -2.0582  C2 1.092
8 H -1.6880 1.8500 -1.3020  C2 1.091
9 H 0.6214 -0.1255 -1.4751  C3 1.077
10 H -0.4772 0.2619 -2.8093  C3 1.085
11 H -0.9381 -1.3663 -0.9391  O4 0.963
12 O -0.6784 -2.0150 2.1993  H13 0.978, H14 0.965
13 H -0.0472 -1.2752 2.2997  O12 0.978
14 H -0.7449 -2.2905 3.1222  O12 0.965
15 O 1.1268 0.0140 1.6815  H16 0.967, H17 0.986
16 H 2.0267 0.2780 1.9158  O15 0.967
17 H 0.8887 0.7200 1.0355  O15 0.986
18 O 0.9096 -2.1861 -0.3406  H19 0.967, H20 0.961
19 H 0.8969 -1.8208 0.5548  O18 0.967
20 H 0.6798 -3.1133 -0.2366  O18 0.961



So which one is most stable? That would be model ii, about 40.5 kcal/mol below the next structure.